Here is a structure of composition C4H16BrCdO4 at a distorted geometry from the OMol25 dataset. Energies are from ωB97M-V with the def2-TZVPD basis set.

- multiplicity = 1
- F_max (eV/A) = 2.00
- energy above the lowest of the compared OMol25 structures with the same formula, charge and spin (kJ/mol) = 21.6
- net charge = +1
- HOMO energy (eV) = -12.686
- LUMO (eV) = -9.3

The geometry in XYZ format:
```
26
C4H16BrCdO4, DFT ωB97M-V with the def2-TZVPD basis set
Cd -1.053 -4.050 -0.309
Br -0.040 -1.713 -0.502
C -3.686 -0.184 -0.128
C -3.632 0.531 -1.456
O -3.243 -0.340 -2.531
H -4.412 -1.003 -0.151
H -4.028 0.480 0.669
H -2.706 -0.563 0.176
H -2.892 1.335 -1.444
H -4.611 0.948 -1.695
H -3.098 -1.212 -2.159
C 4.815 0.522 0.501
C 3.416 0.039 0.809
O 3.151 -1.094 -0.040
H 5.094 1.423 1.048
H 4.916 0.772 -0.556
H 5.532 -0.277 0.696
H 2.690 0.829 0.585
H 3.277 -0.257 1.852
H 2.241 -1.077 -0.348
O 0.113 1.874 -0.576
H 0.083 0.947 -0.843
H -0.554 1.969 0.111
O -0.300 0.049 2.452
H -0.110 -0.590 1.752
H -0.965 0.642 2.087
```

natural (NBO) charges, unit e, in atom order:
1 Cd 1.451
2 Br -0.450
3 C -0.652
4 C -0.070
5 O -0.708
6 H 0.207
7 H 0.240
8 H 0.176
9 H 0.177
10 H 0.187
11 H 0.439
12 C -0.629
13 C -0.071
14 O -0.731
15 H 0.222
16 H 0.216
17 H 0.215
18 H 0.172
19 H 0.167
20 H 0.438
21 O -0.903
22 H 0.444
23 H 0.466
24 O -0.918
25 H 0.453
26 H 0.464

Here is a structure of composition C4H16BrO4 at a distorted geometry from the OMol25 dataset. Energies are from ωB97M-V with the def2-TZVPD basis set.

- multiplicity = 1
- F_max (eV/A) = 8.64
- energy above the lowest of the compared OMol25 structures with the same formula, charge and spin (kJ/mol) = 1095.1
- net charge = -1
- HOMO energy (eV) = -4.212
- LUMO (eV) = 3.6

The geometry in XYZ format:
```
25
C4H16BrO4, DFT ωB97M-V with the def2-TZVPD basis set
Br -0.421 1.240 -0.226
C 2.279 0.900 -1.775
O 1.520 2.021 -1.420
H 2.224 0.073 -1.066
H 1.922 0.564 -2.749
H 3.300 1.279 -1.762
H 0.608 1.759 -1.279
C -0.993 -1.321 1.558
O -1.874 -0.353 1.039
H -1.541 -2.261 1.626
H -0.220 -1.431 0.798
H -0.501 -1.017 2.482
H -1.304 0.393 0.839
C -2.470 -0.654 -1.026
O -2.242 0.565 -1.740
H -1.540 -0.833 -0.487
H -3.134 -0.561 -0.167
H -2.636 -1.406 -1.798
H -1.519 1.057 -1.345
C 1.525 -0.227 1.661
O 1.674 0.812 0.729
H 1.741 -1.162 1.143
H 2.238 -0.120 2.478
H 0.545 -0.377 2.115
H 0.819 1.060 0.370
```

natural (NBO) charges, unit e, in atom order:
1 Br -0.252
2 C -0.263
3 O -0.764
4 H 0.180
5 H 0.141
6 H 0.166
7 H 0.381
8 C -0.258
9 O -0.785
10 H 0.168
11 H 0.166
12 H 0.155
13 H 0.403
14 C -0.278
15 O -0.787
16 H 0.179
17 H 0.186
18 H 0.138
19 H 0.381
20 C -0.257
21 O -0.749
22 H 0.131
23 H 0.149
24 H 0.151
25 H 0.316

Here is a structure of composition C4H16ClO4V at a distorted geometry from the OMol25 dataset. Energies are from ωB97M-V with the def2-TZVPD basis set.

- multiplicity = 5
- F_max (eV/A) = 1.38
- net charge = +2
- HOMO energy (spin up / spin down) (eV) = -16.207 / -17.336
- LUMO (spin up / spin down) (eV) = -6.8 / -11.9

The geometry in XYZ format:
```
26
C4H16ClO4V, DFT ωB97M-V with the def2-TZVPD basis set
V -0.298 1.707 1.110
Cl 0.761 -0.399 0.720
C -1.250 0.934 -1.816
O -0.882 2.001 -0.886
H -0.484 0.841 -2.581
H -1.424 0.018 -1.268
H -2.187 1.188 -2.318
H -0.961 2.828 -1.373
C 1.647 -4.368 0.124
O 2.096 -3.437 1.007
H 0.789 -4.893 0.652
H 1.273 -3.940 -0.810
H 2.411 -5.147 0.024
H 1.594 -2.569 0.950
C 2.532 2.372 -0.392
O 1.385 3.004 0.218
H 3.239 2.043 0.369
H 2.193 1.501 -0.943
H 3.044 3.049 -1.073
H 1.566 3.934 0.392
C -2.781 -0.467 1.414
O -2.423 0.898 1.134
H -3.465 -0.846 0.654
H -1.876 -1.065 1.402
H -3.271 -0.568 2.383
H -3.226 1.379 0.907
```

natural (NBO) charges, unit e, in atom order:
1 V 1.499
2 Cl -0.733
3 C -0.257
4 O -0.779
5 H 0.209
6 H 0.206
7 H 0.208
8 H 0.519
9 C -0.307
10 O -0.184
11 H 0.360
12 H 0.267
13 H 0.286
14 H 0.547
15 C -0.255
16 O -0.796
17 H 0.200
18 H 0.200
19 H 0.213
20 H 0.518
21 C -0.262
22 O -0.790
23 H 0.202
24 H 0.200
25 H 0.209
26 H 0.518

Here is a structure of composition C4H16F2HfN8O4 at a distorted geometry from the OMol25 dataset. Energies are from ωB97M-V with the def2-TZVPD basis set.

- multiplicity = 1
- F_max (eV/A) = 11.53
- energy above the lowest of the compared OMol25 structures with the same formula, charge and spin (kJ/mol) = 546.3
- net charge = +2
- HOMO energy (eV) = -14.105
- LUMO (eV) = -11.6

The geometry in XYZ format:
```
35
C4H16F2HfN8O4, DFT ωB97M-V with the def2-TZVPD basis set
Hf 24.506 -1.413 1.896
F 24.854 -2.112 4.182
F 22.608 -2.646 2.332
C 19.216 -2.183 2.222
O 18.023 -2.068 2.052
N 19.904 -2.337 3.332
N 20.060 -1.988 1.251
H 19.375 -2.458 4.184
H 20.896 -2.471 3.197
H 19.697 -1.631 0.379
H 20.969 -2.354 1.495
C 24.253 -4.114 -0.538
O 24.475 -3.137 0.224
N 24.206 -5.279 -0.082
N 23.999 -4.067 -1.793
H 24.465 -5.334 0.893
H 23.766 -6.144 -0.358
H 24.089 -3.177 -2.262
H 24.149 -4.969 -2.221
C 21.216 -5.889 2.754
O 20.520 -6.843 2.900
N 21.995 -5.648 1.828
N 21.293 -4.901 3.534
H 22.297 -4.686 1.764
H 22.217 -6.313 1.100
H 20.856 -5.087 4.425
H 21.822 -4.130 3.153
C 22.086 0.951 2.953
O 22.880 0.041 3.001
N 21.200 0.985 1.913
N 21.995 1.998 3.614
H 20.560 1.767 1.901
H 21.225 0.350 1.128
H 21.089 2.442 3.566
H 22.570 2.074 4.440
```

Mulliken charges, unit e, in atom order:
1 Hf 2.056
2 F -0.516
3 F -0.209
4 C 0.592
5 O -0.633
6 N -0.167
7 N -0.251
8 H 0.211
9 H 0.024
10 H 0.203
11 H 0.107
12 C 0.613
13 O -0.733
14 N -0.418
15 N -0.334
16 H 0.271
17 H 0.264
18 H 0.253
19 H 0.253
20 C 0.628
21 O -0.648
22 N -0.136
23 N -0.171
24 H 0.097
25 H 0.114
26 H 0.180
27 H -0.007
28 C 0.688
29 O -0.546
30 N -0.318
31 N -0.312
32 H 0.151
33 H 0.162
34 H 0.228
35 H 0.301

Here is a structure of composition C4H16FN8O4Ti2 at a distorted geometry from the OMol25 dataset. Energies are from ωB97M-V with the def2-TZVPD basis set.

- multiplicity = 7
- F_max (eV/A) = 9.18
- energy above the lowest of the compared OMol25 structures with the same formula, charge and spin (kJ/mol) = 287.4
- net charge = +1
- HOMO energy (spin up / spin down) (eV) = -8.378 / -11.852
- LUMO (spin up / spin down) (eV) = -2.9 / -3.0

The geometry in XYZ format:
```
35
C4H16FN8O4Ti2, DFT ωB97M-V with the def2-TZVPD basis set
Ti 2.782 9.462 18.381
Ti 3.953 13.069 17.328
F 4.716 10.859 18.215
C 2.513 10.242 21.340
O 1.822 9.947 20.368
N 3.749 10.688 21.248
N 2.265 9.695 22.468
H 4.405 10.617 22.012
H 4.079 11.042 20.361
H 1.620 8.919 22.519
H 2.762 10.035 23.279
C 3.850 8.063 15.674
O 2.776 8.266 16.176
N 4.061 7.202 14.669
N 4.874 8.725 15.837
H 3.214 6.751 14.355
H 4.890 7.283 14.098
H 4.726 9.605 16.309
H 5.646 8.646 15.190
C 8.436 10.334 17.846
O 9.649 10.152 17.543
N 7.393 10.145 17.144
N 8.088 10.944 18.949
H 6.557 10.487 17.596
H 7.565 9.834 16.198
H 8.801 11.067 19.654
H 7.112 11.188 19.040
C 4.662 7.450 19.863
O 3.574 7.422 19.233
N 5.146 6.542 20.607
N 5.496 8.443 19.726
H 6.143 6.698 20.632
H 4.665 5.664 20.744
H 5.295 9.249 19.150
H 6.364 8.561 20.228
```

natural (NBO) charges, unit e, in atom order:
1 Ti 1.419
2 Ti 0.279
3 F -0.885
4 C 0.786
5 O -0.767
6 N -0.810
7 N -0.779
8 H 0.408
9 H 0.421
10 H 0.431
11 H 0.401
12 C 0.776
13 O -0.734
14 N -0.818
15 N -0.775
16 H 0.416
17 H 0.395
18 H 0.407
19 H 0.399
20 C 0.738
21 O -0.679
22 N -0.836
23 N -0.843
24 H 0.406
25 H 0.409
26 H 0.419
27 H 0.375
28 C 0.772
29 O -0.783
30 N -0.775
31 N -0.827
32 H 0.404
33 H 0.432
34 H 0.418
35 H 0.403

Here is a structure of composition C4H16FN8O4Tl at a distorted geometry from the OMol25 dataset. Energies are from ωB97M-V with the def2-TZVPD basis set.

- multiplicity = 1
- F_max (eV/A) = 7.96
- energy above the lowest of the compared OMol25 structures with the same formula, charge and spin (kJ/mol) = 629.1
- net charge = +2
- HOMO energy (eV) = -14.658
- LUMO (eV) = -12.8

The geometry in XYZ format:
```
34
C4H16FN8O4Tl, DFT ωB97M-V with the def2-TZVPD basis set
Tl -19.399 13.193 -18.603
F -17.338 9.804 -20.313
C -15.875 5.443 -22.476
O -15.516 4.510 -23.232
N -15.203 5.897 -21.501
N -16.996 6.021 -22.525
H -15.543 6.721 -21.026
H -14.328 5.451 -21.267
H -17.707 5.757 -23.192
H -17.102 6.671 -21.760
C -13.525 12.137 -17.911
O -14.610 12.750 -17.818
N -12.473 12.289 -17.111
N -13.297 11.108 -18.726
H -12.461 12.977 -16.372
H -11.953 11.456 -16.872
H -12.378 10.897 -19.089
H -14.026 10.589 -19.194
C -17.757 7.684 -15.811
O -18.275 8.715 -15.967
N -17.767 7.078 -14.724
N -17.072 7.072 -16.739
H -18.120 7.630 -13.955
H -17.111 6.335 -14.533
H -16.485 6.316 -16.416
H -17.053 7.574 -17.615
C -15.278 10.489 -25.968
O -14.950 11.384 -26.706
N -16.090 10.813 -24.935
N -14.896 9.315 -25.972
H -16.428 11.757 -24.813
H -16.210 10.157 -24.177
H -14.189 9.146 -26.672
H -15.211 8.754 -25.193
```

natural (NBO) charges, unit e, in atom order:
1 Tl 0.999
2 F -0.499
3 C 0.714
4 O -0.457
5 N -0.783
6 N -0.750
7 H 0.389
8 H 0.429
9 H 0.436
10 H 0.392
11 C 0.754
12 O -0.521
13 N -0.787
14 N -0.800
15 H 0.419
16 H 0.406
17 H 0.411
18 H 0.412
19 C 0.722
20 O -0.534
21 N -0.743
22 N -0.749
23 H 0.422
24 H 0.398
25 H 0.402
26 H 0.423
27 C 0.721
28 O -0.455
29 N -0.686
30 N -0.753
31 H 0.430
32 H 0.388
33 H 0.446
34 H 0.405

Here is a structure of composition C4H16FO4Pd at a distorted geometry from the OMol25 dataset. Energies are from ωB97M-V with the def2-TZVPD basis set.

- multiplicity = 3
- F_max (eV/A) = 1.33
- energy above the lowest of the compared OMol25 structures with the same formula, charge and spin (kJ/mol) = 53.0
- net charge = +1
- HOMO energy (spin up / spin down) (eV) = -13.754 / -13.041
- LUMO (spin up / spin down) (eV) = -4.2 / -8.4

The geometry in XYZ format:
```
26
C4H16FO4Pd, DFT ωB97M-V with the def2-TZVPD basis set
Pd -2.323 -1.450 1.399
F -0.736 -0.252 0.621
C -3.654 -2.967 -1.162
O -2.406 -2.436 -0.665
H -3.611 -4.053 -1.207
H -4.468 -2.568 -0.568
H -3.810 -2.628 -2.190
H -1.725 -2.767 -1.257
C 1.282 3.046 0.459
O 0.155 2.448 1.022
H 2.176 2.426 0.626
H 1.196 3.120 -0.637
H 1.406 4.024 0.910
H -0.014 1.566 0.654
C 0.893 0.289 -1.839
O -0.339 0.851 -1.631
H 1.598 0.744 -1.083
H 0.972 -0.777 -1.589
H 1.300 0.455 -2.833
H -0.695 0.390 -0.822
C 2.370 0.184 2.214
O 1.898 0.091 0.888
H 1.760 -0.422 2.893
H 3.355 -0.277 2.326
H 2.434 1.201 2.603
H 0.985 -0.238 0.868
```

natural (NBO) charges, unit e, in atom order:
1 Pd 0.891
2 F -0.834
3 C -0.257
4 O -0.784
5 H 0.194
6 H 0.195
7 H 0.191
8 H 0.502
9 C -0.268
10 O -0.557
11 H 0.205
12 H 0.201
13 H 0.213
14 H 0.490
15 C -0.302
16 O -0.408
17 H 0.311
18 H 0.228
19 H 0.230
20 H 0.522
21 C -0.258
22 O -0.758
23 H 0.180
24 H 0.192
25 H 0.178
26 H 0.503

Here is a structure of composition C4H16IN8O4 at a distorted geometry from the OMol25 dataset. Energies are from ωB97M-V with the def2-TZVPD basis set.

- multiplicity = 1
- F_max (eV/A) = 6.69
- energy above the lowest of the compared OMol25 structures with the same formula, charge and spin (kJ/mol) = 672.9
- net charge = -1
- HOMO energy (eV) = -5.233
- LUMO (eV) = 2.5

The geometry in XYZ format:
```
33
C4H16IN8O4, DFT ωB97M-V with the def2-TZVPD basis set
I 0.483 -0.032 0.063
C 1.578 -3.448 0.186
O 1.602 -4.636 0.084
N 1.276 -2.707 1.222
N 1.889 -2.605 -0.743
H 1.516 -1.726 1.216
H 0.939 -3.199 2.037
H 1.671 -1.630 -0.594
H 2.071 -2.884 -1.696
C -2.731 -0.165 0.485
O -2.125 0.115 1.522
N -4.019 -0.076 0.369
N -2.209 -0.745 -0.535
H -4.379 -0.487 -0.481
H -4.570 0.425 1.051
H -2.899 -1.124 -1.168
H -1.209 -0.880 -0.587
C 3.819 1.245 1.032
O 4.966 1.511 1.439
N 3.516 0.387 0.118
N 2.688 1.547 1.565
H 4.313 -0.035 -0.337
H 2.592 0.110 -0.181
H 1.835 1.217 1.137
H 2.659 2.055 2.437
C -1.935 2.702 -1.289
O -1.875 3.871 -1.531
N -0.901 2.134 -0.844
N -2.983 1.955 -1.423
H -0.764 1.141 -0.719
H -0.068 2.694 -0.738
H -3.827 2.306 -1.853
H -2.919 0.963 -1.246
```

natural (NBO) charges, unit e, in atom order:
1 I -0.451
2 C 0.750
3 O -0.699
4 N -0.855
5 N -0.868
6 H 0.400
7 H 0.387
8 H 0.359
9 H 0.379
10 C 0.731
11 O -0.671
12 N -0.824
13 N -0.865
14 H 0.363
15 H 0.414
16 H 0.362
17 H 0.400
18 C 0.751
19 O -0.727
20 N -0.864
21 N -0.846
22 H 0.381
23 H 0.372
24 H 0.377
25 H 0.384
26 C 0.738
27 O -0.724
28 N -0.826
29 N -0.840
30 H 0.345
31 H 0.399
32 H 0.388
33 H 0.381

Here is a cluster of 3 separate species, C4H16N2O2 in total at a distorted geometry from the OMol25 dataset. Energies are from ωB97M-V with the def2-TZVPD basis set.

- multiplicity = 2
- F_max (eV/A) = 5.33
- energy above the lowest of the compared OMol25 structures with the same formula, charge and spin (kJ/mol) = 212.7
- net charge = -1
- HOMO energy (spin up / spin down) (eV) = 0.757 / -5.441
- LUMO (spin up / spin down) (eV) = 3.8 / 3.7

The geometry in XYZ format:
```
24
C4H16N2O2, DFT ωB97M-V with the def2-TZVPD basis set
C 0.130 1.753 0.515
C -1.307 1.051 0.593
C -1.384 -0.241 -0.072
C -0.733 -0.238 -1.427
N -0.097 -1.517 -1.686
N 1.049 1.262 1.562
H 0.581 1.676 -0.442
H 0.168 2.935 0.609
H -1.630 1.021 1.665
H -2.061 1.646 -0.137
H -2.402 -0.674 -0.161
H -0.836 -1.091 0.593
H -1.488 0.029 -2.139
H 0.131 0.520 -1.419
H -0.783 -2.294 -1.661
H 0.656 -1.784 -1.040
H 1.588 0.588 1.125
H 1.529 1.820 2.136
H 2.294 -0.322 -2.425
H 3.004 0.094 -1.089
O 3.004 0.276 -2.008
H -0.337 -2.592 1.625
H -0.483 -1.483 2.743
O -0.592 -2.435 2.541
```

natural (NBO) charges, unit e, in atom order:
1 C -0.250
2 C -0.404
3 C -0.461
4 C -0.273
5 N -0.969
6 N -0.974
7 H 0.188
8 H 0.170
9 H 0.214
10 H 0.170
11 H 0.193
12 H 0.169
13 H 0.178
14 H 0.190
15 H 0.331
16 H 0.245
17 H 0.276
18 H 0.354
19 H 0.462
20 H 0.369
21 O -1.066
22 H 0.432
23 H 0.473
24 O -1.018

Which value of F_max does entry 3 give? 1.38 eV/A

Copy entry 3 word for word.
Here is a structure of composition C4H16ClO4V at a distorted geometry from the OMol25 dataset. Energies are from ωB97M-V with the def2-TZVPD basis set.

- multiplicity = 5
- F_max (eV/A) = 1.38
- net charge = +2
- HOMO energy (spin up / spin down) (eV) = -16.207 / -17.336
- LUMO (spin up / spin down) (eV) = -6.8 / -11.9

The geometry in XYZ format:
```
26
C4H16ClO4V, DFT ωB97M-V with the def2-TZVPD basis set
V -0.298 1.707 1.110
Cl 0.761 -0.399 0.720
C -1.250 0.934 -1.816
O -0.882 2.001 -0.886
H -0.484 0.841 -2.581
H -1.424 0.018 -1.268
H -2.187 1.188 -2.318
H -0.961 2.828 -1.373
C 1.647 -4.368 0.124
O 2.096 -3.437 1.007
H 0.789 -4.893 0.652
H 1.273 -3.940 -0.810
H 2.411 -5.147 0.024
H 1.594 -2.569 0.950
C 2.532 2.372 -0.392
O 1.385 3.004 0.218
H 3.239 2.043 0.369
H 2.193 1.501 -0.943
H 3.044 3.049 -1.073
H 1.566 3.934 0.392
C -2.781 -0.467 1.414
O -2.423 0.898 1.134
H -3.465 -0.846 0.654
H -1.876 -1.065 1.402
H -3.271 -0.568 2.383
H -3.226 1.379 0.907
```

natural (NBO) charges, unit e, in atom order:
1 V 1.499
2 Cl -0.733
3 C -0.257
4 O -0.779
5 H 0.209
6 H 0.206
7 H 0.208
8 H 0.519
9 C -0.307
10 O -0.184
11 H 0.360
12 H 0.267
13 H 0.286
14 H 0.547
15 C -0.255
16 O -0.796
17 H 0.200
18 H 0.200
19 H 0.213
20 H 0.518
21 C -0.262
22 O -0.790
23 H 0.202
24 H 0.200
25 H 0.209
26 H 0.518